1.
Computed, not measured: a cluster of 3 separate species, C31H63ClN4O14P3S in total at a distorted geometry, with ωB97M-V with the def2-TZVPD basis set.

Each line ends with the Mulliken charge.
Atoms and positions in Å:
Cl 0.16754 1.89322 0.39060  0.13
S 0.84754 -0.86890 -2.04577  -0.22
P 6.08071 0.94128 2.24933  1.15
P 1.10180 -5.78892 4.01856  1.05
P -0.74286 0.17893 -2.31349  0.26
O 1.72530 -5.87262 5.52893  -0.37
O 7.59400 0.95312 1.68764  -0.33
O -0.13811 -4.87337 4.53898  -0.27
O 5.62098 -0.36786 1.39693  -0.36
O -1.93359 -4.95677 -0.41343  -0.53
O 5.37108 1.94163 1.14888  -0.36
O -4.88006 1.47838 -2.66008  -0.32
O 6.07524 1.80011 3.45702  -0.78
O 0.94210 5.44220 -3.15747  -0.62
O 1.68840 -6.99487 3.38788  -0.77
O 1.95992 -4.53195 3.44285  -0.25
O -7.14961 1.72544 -2.78203  -0.47
O -8.29733 0.73744 -5.59019  -0.52
O -1.61443 -2.72290 -0.49315  -0.10
N -1.30787 6.77999 -1.84037  -0.31
N -3.53460 1.85942 -0.80270  -0.02
N -1.43646 2.26976 -0.01061  0.26
N -1.78548 0.12109 -0.85423  0.09
C -1.49262 4.50460 -0.94761  1.04
C 0.23644 3.79037 -4.73533  -0.66
C -0.14271 -4.29159 -1.75494  -0.74
C -2.13639 5.90196 -1.01438  -1.01
C -1.30199 5.52415 -4.02076  0.91
C -0.05316 4.90972 -3.96393  0.60
C -0.70149 3.23094 -5.59393  -0.63
C 8.62598 0.29324 2.43409  -0.31
C 0.57216 -3.35818 1.81587  -0.37
C -5.94703 2.24414 -3.24985  -0.24
C -1.69851 6.77740 -3.23597  -1.24
C -1.95343 3.84085 -5.66360  -0.75
C -7.46332 0.45797 -3.35612  -0.28
C -1.29538 -5.53239 5.11872  -0.39
C 4.28106 -0.88016 1.58691  -0.56
C 8.61275 -1.20774 2.20966  -0.97
C -1.14163 -5.72269 6.61618  -0.96
C -2.23830 4.95627 -4.88850  -0.57
C 3.70064 -7.20688 5.97294  -1.24
C -8.69119 0.52808 -4.23603  -0.59
C 1.82875 -4.17338 2.07065  -0.20
C -3.79482 2.22106 -2.23073  -0.07
C -1.82352 3.67067 0.29597  -1.42
C 4.55747 3.03179 1.56795  -0.08
C -1.30401 -4.03939 -0.82194  0.65
C -2.94115 -0.79458 -1.16811  -0.63
C 3.30120 -0.22005 0.63387  0.16
C 2.19303 -7.11141 6.06950  -0.31
C 5.32870 4.33399 1.51884  -1.31
C -2.24353 1.40410 -0.55747  -0.21
C -2.54558 -2.23376 -1.45201  -1.27
H 4.14702 2.85545 2.56328  0.39
H -2.14702 -4.88360 4.91778  0.32
H -1.20351 7.62682 -3.72067  0.37
H 1.22103 3.33101 -4.68973  0.48
H 8.52681 0.52946 3.49706  0.30
H -9.07226 0.72309 -6.15838  0.30
H -5.93935 3.29053 -2.94532  0.33
H 3.70870 3.08483 0.87542  0.22
H -1.17905 3.98697 1.11565  0.47
H -2.67822 3.42295 -6.35325  0.44
H 2.38755 -0.81098 0.54520  -0.10
H -2.11927 -2.35278 -2.45898  0.36
H -3.23564 5.37443 -4.98827  0.38
H -3.94390 3.30278 -2.28027  0.45
H 1.89249 -7.13666 7.11964  0.38
H -1.48145 -6.48449 4.61761  0.36
H -2.87452 1.99913 -2.79591  -0.14
H 4.32698 -1.94927 1.38406  0.16
H 7.71664 -1.66146 2.63769  0.24
H -1.73779 3.92864 -1.84462  -0.42
H 3.01246 0.76845 0.99849  -0.18
H -0.68476 -4.84779 7.07584  0.28
H 3.96693 -0.75639 2.62557  0.35
H -9.26077 -0.40811 -4.17968  0.38
H -3.44625 -2.85595 -1.40816  0.46
H -3.09908 5.83190 -1.52580  0.27
H 1.71263 -7.95861 5.58023  0.39
H 0.51415 -2.51524 2.50528  0.30
H 0.56145 -2.97783 0.79286  -0.06
H -0.32411 -3.96294 1.96597  0.37
H -3.71105 -0.77341 -0.39768  0.60
H -5.92525 2.08870 -4.33251  0.41
H -0.46911 2.36447 -6.19870  0.50
H -6.63862 0.00254 -3.91034  0.29
H -2.11402 -5.90648 7.07471  0.40
H -0.31073 -5.19628 -2.33179  0.40
H -0.40587 4.62504 -0.97416  0.30
H 0.77153 -4.32720 -1.16106  0.10
H 6.25139 4.26740 2.09356  0.31
H -1.46938 -0.29939 -3.41878  0.09
H 9.57115 0.71024 2.09005  0.32
H -4.24722 1.24240 -0.43324  0.36
H 4.72836 5.15694 1.91087  0.38
H -2.84933 3.74969 0.64225  0.34
H 9.48342 -1.67181 2.67380  0.41
H -3.42455 -0.42287 -2.07912  0.44
H -0.36783 1.53136 -2.46810  0.12
H 1.84378 -5.07281 1.44617  0.33
H 5.61036 4.56554 0.49031  0.31
H 4.04258 -7.05128 4.94992  0.29
H -0.51074 -6.58133 6.84080  0.17
H 8.61535 -1.43622 1.14414  0.24
H 4.04988 -8.18142 6.31632  0.37
H 3.74263 -0.09080 -0.35311  0.36
H -2.27469 6.36348 -0.03283  0.35
H -9.37092 1.32421 -3.91334  0.29
H 1.38173 4.69236 -2.74179  0.29
H -0.03376 -3.47854 -2.47552  0.20
H 2.70948 -3.58137 1.81827  -0.07
H -2.76871 6.93584 -3.36911  0.51
H -0.31961 6.62817 -1.71601  0.35
H 4.16601 -6.43302 6.58544  0.31
H -7.70664 -0.23156 -2.54194  0.37

Forces on atoms 1 to 3 (eV/Å):
Cl -0.11 -0.24 -0.23
S -0.22 0.18 -0.35
P 1.85 4.17 -4.70

Calculated values
E: -119011.0527 eV
HOMO energy: -0.417 hartree
2S+1: 1
LUMO level: -4.03 eV
charge: +1



2.
Computed, not measured: a structure of composition C6H14ClO2YYb at a distorted geometry, with ωB97M-V with the def2-TZVPD basis set.

Each line ends with the Mulliken charge.
Atoms and positions in Å:
Yb -0.38328 0.33817 0.58846  0.83
Y 1.34043 -1.23544 -1.92752  1.11
Cl -1.18070 -0.74773 -1.76659  -0.50
O -3.65695 0.65658 3.13304  -0.32
O -3.07355 0.13699 0.86603  -0.31
C -3.29397 0.36160 2.02099  0.55
C -1.20563 0.78005 3.83508  -1.08
C 1.17203 -3.48569 -1.35650  -1.27
C 1.45638 -0.17707 -4.02176  -1.24
C 1.93900 0.03155 -0.10343  -1.41
C -0.63761 2.58861 0.69166  -1.23
H 2.42016 1.01686 -0.29832  0.24
H 2.52310 -0.25158 0.80756  0.32
H -1.33806 2.81703 -0.13539  0.35
H -0.18634 0.60618 3.40206  0.21
H -1.48421 0.13166 4.69933  0.23
H 2.15307 -0.53550 -4.78831  0.31
H -1.34527 1.83935 4.13540  0.22
H 0.13524 -3.82581 -1.47994  0.28
H 1.82027 -4.22624 -1.82530  0.31
H 1.69887 0.89204 -3.86273  0.26
H 0.44163 -0.20722 -4.46896  0.26
H 1.36974 -3.53738 -0.27585  0.27
H -1.01931 2.97150 1.65562  0.23
H 0.33497 3.06149 0.47536  0.39

Forces on atoms 1 to 3 (eV/Å):
Yb -0.06 0.48 1.00
Y 0.80 0.19 -0.12
Cl -0.61 0.41 0.71

Calculated values
E: -55636.1689 eV
relative energy (zero: lowest compared OMol25 entry of this formula, charge and spin): 0.0 kJ/mol
HOMO energy (spin up / spin down): -0.126 / -0.125 hartree
2S+1: 2
LUMO level (spin up / spin down): 2.67 / 2.49 eV
charge: -1



3.
Computed, not measured: a cluster of 7 separate species, C22H62N4O10 in total at a distorted geometry, with ωB97M-V with the def2-TZVPD basis set.

Each line ends with the Mulliken charge.
Atoms and positions in Å:
O 4.09119 -2.21659 -0.99227  -0.52
O -2.59838 1.05163 -5.65231  -0.56
O -2.99848 -1.58196 1.06661  -0.54
O -5.50002 -1.56725 -0.38987  -0.56
O -2.38535 -3.33663 -5.29973  -0.45
O 0.24632 0.68744 -5.98493  -0.59
O -1.87848 4.64495 3.56606  -0.33
O 5.86547 -2.30499 -3.41641  -0.53
O 1.24338 -1.45814 -0.85696  -0.17
O 4.18262 3.39683 4.36878  -0.39
N 2.01145 0.86771 0.42518  -0.81
N -0.60854 -5.60174 -6.59896  -0.74
N -3.85369 3.87282 6.51376  -0.73
N 2.61737 0.12088 4.92440  -0.73
C -1.82581 0.21398 -4.79485  0.21
C -0.43128 -3.23305 -7.16020  -1.13
C -2.82003 4.59471 5.75396  0.58
C 0.02112 0.83169 1.82767  -1.84
C -2.87573 4.03843 4.34828  -0.72
C -1.15464 -3.89356 -4.85620  0.13
C -0.37329 0.68390 -4.71174  -0.20
C -3.43690 -0.58145 0.15830  -0.29
C -0.29959 -4.26705 -6.06133  0.09
C 3.89034 1.40444 6.55720  -1.58
C 3.02867 1.47221 5.31381  1.01
C 0.29969 -0.76220 -0.07301  -1.15
C 4.21073 -3.26895 -1.92941  0.09
C 0.99195 -0.02404 1.02378  0.92
C -1.45777 4.32915 6.37974  -1.36
C 3.22966 4.38451 4.03785  -0.69
C 3.76358 2.07761 4.13474  -0.37
C -3.24488 -3.09824 -4.21758  -0.65
C -1.88983 4.16097 2.23708  -0.49
C 5.62529 -3.29753 -2.43445  -0.62
C -4.26003 -1.16028 -0.96887  -0.11
C 0.64571 -2.22362 -1.87210  -0.44
H -1.61486 -5.74164 -6.63355  0.29
H -4.77878 4.10689 6.15813  0.24
H -1.31574 3.25896 6.52285  0.36
H -1.45398 -4.78801 -4.29436  0.54
H -3.73544 -1.82678 1.63374  0.33
H 2.14625 2.09629 5.53554  0.04
H -3.90701 4.21743 7.46893  0.27
H 4.66948 1.48638 3.95946  0.41
H 2.46194 4.50256 4.81098  0.25
H -2.55343 -0.08046 -0.23172  0.14
H -4.10885 -2.53925 -4.57733  0.40
H 3.53429 -3.19590 -2.78645  0.04
H -0.34936 1.68755 -4.27506  0.42
H 6.25381 -1.52806 -3.00751  0.31
H -0.66020 -3.16418 -4.19936  -0.29
H -0.65950 1.39940 1.18404  0.46
H -0.29081 -6.30407 -5.93602  0.28
H -0.32523 -0.07667 -0.66323  0.25
H -1.85258 -0.81579 -5.14215  0.02
H 3.26888 1.15336 7.41496  0.40
H 2.50716 0.39072 -0.31695  0.29
H 2.71542 1.12745 1.10518  0.21
H -1.10965 4.67216 1.68403  0.28
H 4.01698 -4.22559 -1.42062  0.22
H 3.77039 5.32141 3.92367  0.29
H -0.69481 4.72183 5.71054  0.27
H 0.15519 -3.11034 -1.44843  0.41
H -1.45854 -3.15272 -7.51971  0.27
H 0.73261 -4.27569 -5.69941  0.35
H -0.23245 -2.22397 -6.77183  0.14
H -2.25080 0.32367 -3.78547  0.04
H 0.90609 -0.00871 -6.00652  0.34
H -2.87105 4.36107 1.78054  0.35
H 0.17838 0.02232 -4.03270  -0.02
H -4.07513 0.14061 0.67961  0.37
H 6.31032 -3.19780 -1.58595  0.31
H 2.00366 0.15517 4.11846  0.17
H -2.75355 -2.47772 -3.45371  0.00
H -4.40384 -0.39059 -1.73671  0.30
H 0.52858 1.56059 2.45867  0.40
H -5.99609 -2.08614 -1.02874  0.31
H -3.60567 -4.02227 -3.74629  0.44
H -0.40915 -1.48386 0.36762  0.47
H 0.21385 -3.41116 -8.01539  0.39
H -2.71003 1.90344 -5.22021  0.34
H -3.86140 4.21914 3.89126  0.32
H 1.41450 -2.52249 -2.58313  0.19
H 2.72491 4.14185 3.09444  0.29
H 3.14509 2.00468 3.22686  -0.11
H 2.12985 -0.35645 5.67087  0.26
H 4.43688 2.33656 6.69259  0.33
H -1.40021 4.82842 7.34801  0.39
H -0.65042 0.21077 2.42997  0.48
H -1.76734 3.07288 2.23138  0.07
H 4.64674 0.62714 6.41832  0.38
H -2.71407 2.95095 4.40261  0.30
H -3.02114 5.67155 5.70179  0.24
H -3.75601 -2.03690 -1.38668  0.08
H 5.85077 -4.27139 -2.87921  0.32
H -0.12744 -1.67174 -2.42316  -0.04
H 1.50799 -0.69473 1.72447  0.18
H 3.17276 -1.94873 -0.90796  0.45

Forces on atoms 1 to 3 (eV/Å):
O 0.13 0.25 -0.28
O 0.04 -0.52 -0.20
O 0.24 0.11 -0.02

Calculated values
E: -50251.1289 eV
relative energy (zero: lowest compared OMol25 entry of this formula, charge and spin): 59.4 kJ/mol
HOMO energy: -0.342 hartree
2S+1: 1
LUMO level: 0.29 eV
SMILES: COC[C@H](C)N.COC[C@H](C)N.COC[C@H](C)N.COC[C@H](C)N.OCCO.OCCO.OCCO



The lowest E belongs to which entry?
C31H63ClN4O14P3S



The highest 2S+1 belongs to which entry?
C6H14ClO2YYb



Number 1 is which compound?
C31H63ClN4O14P3S



Which value of 2S+1 does entry 2 give?
2